one.
12
Properties=species:S:1:pos:R:3:nbo_charge:R:1 method="wB97M-V/def2-TZVPD" total_charge=0 gap_ev="8.0340 / 6.8731"
C 0.551 0.532 0.382 0.73
C 0.173 0.381 -1.791 0.23
C -1.415 -0.806 1.862 -0.18
O 0.991 -0.636 -2.198 -0.68
N -0.298 0.401 -0.558 -0.40
N -1.357 -0.726 0.619 -0.41
N 1.250 1.242 1.094 -0.67
H 1.238 -0.498 -3.120 0.49
H 2.167 0.959 1.414 0.41
H -0.425 0.871 -2.553 0.15
H -0.567 -0.505 2.498 0.14
H -2.307 -1.215 2.350 0.17



two.
12
Properties=species:S:1:pos:R:3:nbo_charge:R:1 method="wB97M-V/def2-TZVPD" total_charge=0 gap_ev=9.8445 smiles=[O-][NH2+]n1cccn1
O 2.632 0.509 -0.076 -0.52
N 1.950 -0.532 0.160 -0.01
N 0.287 -0.313 0.008 -0.16
C -0.218 0.931 0.016 -0.04
C -1.605 0.929 -0.141 -0.37
C -1.802 -0.496 -0.182 -0.04
N -0.741 -1.224 -0.057 -0.30
H 2.049 -0.848 1.089 0.38
H 2.013 -1.326 -0.615 0.38
H 0.421 1.879 0.044 0.24
H -2.341 1.674 -0.163 0.24
H -2.643 -1.184 -0.081 0.21



Tell me which of them is the least stable. Sure, it is one.



one.
12
Properties=species:S:1:pos:R:3:nbo_charge:R:1 method="wB97M-V/def2-TZVPD" total_charge=0 gap_ev=9.6501 smiles=Cn1ncc[n+]1[O-]
C -1.807 -0.413 -0.086 -0.43
N -0.387 0.009 -0.149 0.06
N 0.113 0.565 -1.182 -0.23
C 1.428 0.723 -0.892 -0.09
C 1.675 0.270 0.361 -0.12
N 0.467 -0.182 0.798 0.21
O 0.021 -0.764 1.965 -0.60
H -1.749 -1.512 -0.433 0.24
H -1.985 -0.138 0.943 0.26
H -2.499 0.158 -0.818 0.24
H 2.234 1.163 -1.478 0.23
H 2.489 0.122 0.970 0.24



two.
12
Properties=species:S:1:pos:R:3:nbo_charge:R:1 method="wB97M-V/def2-TZVPD" total_charge=0 gap_ev=10.0106 smiles="[H]/N=c1/ncon1C"
H -1.058 1.739 1.575 0.35
N 0.054 1.576 1.395 -0.67
C 0.360 1.080 0.248 0.48
N 1.677 0.868 -0.182 -0.47
C 1.461 0.054 -1.159 0.37
O 0.225 -0.376 -1.466 -0.31
N -0.488 0.201 -0.425 -0.16
C -1.005 -0.929 0.329 -0.42
H 2.450 -0.316 -1.631 0.22
H -0.393 -1.902 0.604 0.20
H -1.681 -0.620 1.040 0.22
H -1.601 -1.375 -0.329 0.20



Tell me which of them is the least stable. Sure, it is one.



one.
12
Properties=species:S:1:pos:R:3:nbo_charge:R:1 method="wB97M-V/def2-TZVPD" total_charge=0 gap_ev=8.3865
N 1.979 -0.119 0.038 -0.82
C 0.601 -0.078 -0.004 0.31
C -0.193 0.991 0.201 -0.23
N -1.443 0.742 -0.497 -0.63
C -1.453 -0.596 -0.054 0.79
O -2.011 -0.863 0.974 -0.55
N -0.195 -1.173 -0.432 -0.66
H 2.467 -0.806 -0.510 0.39
H 2.416 0.792 0.024 0.39
H 0.081 1.985 0.477 0.21
H -2.251 1.236 -0.132 0.38
H 0.002 -2.111 -0.085 0.40



two.
12
Properties=species:S:1:pos:R:3:nbo_charge:R:1 method="wB97M-V/def2-TZVPD" total_charge=0 gap_ev=9.3692
C -0.645 -0.426 1.072 -0.35
C 0.329 1.212 -0.593 0.35
C -0.705 -1.442 -0.031 0.05
H -1.485 0.467 0.883 0.24
H -1.131 -0.850 2.256 0.23
H 0.970 0.227 2.297 0.38
H -0.040 2.298 -1.238 0.19
H -0.472 -2.673 0.298 0.22
N 0.778 0.194 1.257 -0.49
N 0.882 1.399 0.533 -0.31
N -0.172 -1.235 -1.134 -0.07
O -0.267 0.245 -1.471 -0.42



Tell me which of them is the least stable. Sure, it is two.



one.
12
Properties=species:S:1:pos:R:3:nbo_charge:R:1 method="wB97M-V/def2-TZVPD" total_charge=0 gap_ev=11.1355 smiles="N#CCO.N=C=N"
N 1.466 -0.866 -0.286 -0.36
C 0.986 0.089 0.156 0.28
C 0.516 1.376 0.707 -0.16
O 1.579 2.048 1.336 -0.68
H 0.059 1.955 -0.108 0.21
H -0.257 1.197 1.457 0.24
H 2.340 2.030 0.740 0.48
N -0.858 -2.702 -0.599 -0.71
C -1.401 -1.610 -0.647 0.66
N -1.977 -0.526 -0.542 -0.77
H 0.114 -2.738 -0.894 0.42
H -2.567 -0.252 -1.319 0.40



two.
12
Properties=species:S:1:pos:R:3:nbo_charge:R:1 method="wB97M-V/def2-TZVPD" total_charge=0 gap_ev=10.6524 smiles=COn1cnnc1
C 0.605 0.931 1.436 -0.26
O 0.762 -0.384 0.910 -0.33
N -0.007 -0.437 -0.189 -0.11
C -1.173 -1.012 -0.352 0.15
N -1.552 -1.023 -1.573 -0.27
N -0.351 -0.585 -2.230 -0.28
C 0.473 -0.187 -1.426 0.13
H 1.411 1.181 2.113 0.21
H -0.416 1.093 1.757 0.18
H 0.683 1.559 0.542 0.18
H -1.884 -1.200 0.429 0.21
H 1.449 0.064 -1.417 0.20



Tell me which of them is the least stable. Sure, it is two.



one.
12
Properties=species:S:1:pos:R:3:nbo_charge:R:1 method="wB97M-V/def2-TZVPD" total_charge=0 gap_ev=9.4803 smiles=N#[N+][O-].CC#CN
N -0.956 0.546 2.399 -0.10
N -0.250 1.268 1.899 0.44
O 0.491 2.040 1.397 -0.34
C 1.249 0.564 -1.510 -0.67
C 0.335 -0.240 -0.688 -0.10
C -0.424 -0.953 -0.081 0.13
N -1.261 -1.857 0.509 -0.84
H 0.868 0.595 -2.540 0.23
H 2.261 0.137 -1.541 0.23
H 1.317 1.593 -1.138 0.24
H -2.011 -2.126 -0.118 0.39
H -1.621 -1.568 1.412 0.39



two.
12
Properties=species:S:1:pos:R:3:nbo_charge:R:1 method="wB97M-V/def2-TZVPD" total_charge=0 gap_ev=11.1616 smiles="N#CCO.N=C=N"
N 0.846 -1.406 0.544 -0.36
C 0.798 -0.536 -0.217 0.28
C 0.848 0.473 -1.294 -0.16
O 2.042 0.323 -2.022 -0.68
H -0.054 0.366 -1.913 0.21
H 0.837 1.479 -0.868 0.24
H 2.156 -0.617 -2.212 0.48
N -0.985 -0.457 2.649 -0.70
C -1.431 0.125 1.675 0.66
N -1.790 0.831 0.731 -0.77
H -0.504 -1.335 2.468 0.42
H -2.763 0.754 0.458 0.40



Tell me which of them is the least stable. Sure, it is one.



one.
12
Properties=species:S:1:pos:R:3:nbo_charge:R:1 method="wB97M-V/def2-TZVPD" total_charge=0 gap_ev="7.2783 / 7.0840"
N 1.892 -0.106 -0.068 -0.75
C 0.557 -0.178 -0.065 0.46
C -0.365 0.890 0.344 0.03
N -1.452 0.751 -0.584 -0.66
C -1.597 -0.659 -0.089 0.23
O -1.429 -0.358 1.224 -0.52
N -0.219 -1.163 -0.474 -0.58
H 2.458 -0.907 -0.300 0.41
H 2.356 0.780 0.051 0.41
H 0.058 1.872 0.602 0.19
H -2.267 1.224 -0.208 0.37
H 0.007 -2.143 -0.431 0.41



two.
12
Properties=species:S:1:pos:R:3:nbo_charge:R:1 method="wB97M-V/def2-TZVPD" total_charge=0 gap_ev=10.9923
C -1.099 -0.631 -0.151 -0.33
C 0.223 -0.090 -0.169 0.52
C 2.071 0.714 0.086 0.14
H -1.815 0.756 1.078 0.35
H -2.171 1.024 -0.372 0.36
H -1.096 -1.534 0.479 0.24
H -0.935 -1.298 -1.027 0.25
H 2.674 1.527 0.010 0.19
N -2.199 0.207 0.175 -0.77
N 0.781 1.041 -0.251 -0.50
N 2.425 -0.595 0.170 -0.11
O 1.140 -1.121 -0.030 -0.33



Tell me which of them is the least stable. Sure, it is one.